DFT (the ωB97M-V functional and the def2-TZVPD basis) results for a single C2H4N2Se molecule at a distorted geometry.

Each line ends with the Löwdin charge.
Geometry (Å):
C: -0.16935 1.34321 -0.00039  -0.48
N: 1.18413 0.59729 0.02657  -0.03
N: 1.15455 -0.59523 0.02880  -0.10
C: -0.04184 -1.32846 -0.00145  -0.47
Se: -1.58589 -0.01825 -0.00007  0.85
H: -0.19625 1.97626 0.88468  0.05
H: -0.18442 1.95157 -0.90334  0.05
H: -0.06391 -1.94202 -0.90508  0.07
H: -0.09702 -1.98437 0.87028  0.07

Frontier orbital gap, eV: 9.433
Energy above the lowest of the compared OMol25 structures with the same formula, charge and spin, kcal/mol: 0.0
Structure (SMILES): C1N=NC[Se]1
Total charge: 0
Lowest unoccupied orbital energy, Ha: 0.0261
DFT total energy, Ha: -2589.48569



DFT (the ωB97M-V functional and the def2-TZVPD basis) results for a gas-phase ion, C2H4N3 (charge +1) at a distorted geometry.

Each line ends with the Löwdin charge.
Geometry (Å):
C: 0.70650 0.85838 -1.95084  0.20
N: -0.13107 0.54536 -1.24305  0.10
N: -1.01833 -0.71562 -0.71215  0.20
N: -0.90286 -0.87184 0.39560  0.00
C: -0.10286 -0.41401 1.41480  -0.01
H: 1.16955 1.37896 -2.83652  0.15
H: -0.31774 0.66391 1.58132  0.14
H: 0.87892 -0.53862 0.99655  0.11
H: -0.28211 -0.90652 2.35428  0.11

Frontier orbital gap, eV: 11.059
Energy above the lowest of the compared OMol25 structures with the same formula, charge and spin, kcal/mol: 89.0
Structure (SMILES): C#[N+]/N=N\C
Total charge: +1
Lowest unoccupied orbital energy, Ha: -0.2011
DFT total energy, Ha: -242.45756



DFT (the ωB97M-V functional and the def2-TZVPD basis) results for a gas-phase ion, C2H4N3O (charge +1) at a distorted geometry.

Each line ends with the Löwdin charge.
Geometry (Å):
C: 0.94093 -1.03929 -0.23166  0.02
N: 0.06717 0.06753 -0.25439  -0.04
C: -0.96811 0.57000 0.90951  0.12
N: -1.46995 1.59095 0.39898  0.14
O: -0.95494 1.80947 -0.82117  0.07
N: -0.07952 0.91442 -1.15138  0.18
H: 0.80186 -1.60355 0.68797  0.12
H: 0.76477 -1.69206 -1.09269  0.13
H: 1.97471 -0.68524 -0.29093  0.13
H: -1.07691 0.06776 1.84576  0.15

Frontier orbital gap, eV: 12.275
Energy above the lowest of the compared OMol25 structures with the same formula, charge and spin, kcal/mol: 93.1
Structure (SMILES): C[n+]1cnon1
Total charge: +1
Lowest unoccupied orbital energy, Ha: -0.2140
DFT total energy, Ha: -317.69335